[1]
The following is a quantum chemistry calculation of a gas-phase ion, C5H8N (charge +1) at a distorted geometry, from the Open Molecules 2025 dataset.

The LUMO energy is -4.8525 eV. For the energy relative to the best compared isomer or geometry (same formula, charge and spin), the calculation gives 134.99 kcal per mole. As for the charge: +1. The value obtained for the HOMO-LUMO gap is 8.645 eV.

Geometry as XYZ:
```
14
Properties=species:S:1:pos:R:3:forces:R:3
C 1.3085 -0.0870 -0.2564 -1.9 -1.1 1.4
C 2.3740 0.4478 0.2027 0.6 0.4 0.0
C -0.3190 -1.1346 0.7887 1.7 0.7 0.1
C 0.1943 -0.8073 -0.6705 0.0 -0.2 -1.1
C -1.4378 1.0140 0.0839 -0.2 0.9 0.1
N -1.1113 -0.3909 -0.1540 -0.2 0.1 -0.2
H 2.9733 1.1228 -0.3961 0.0 0.0 -0.3
H 2.7573 0.2639 1.1978 -0.2 -0.1 0.2
H -0.4929 -2.1895 0.9315 -0.1 -0.1 -0.2
H 0.2008 -1.4514 -1.5422 -0.1 -0.1 0.1
H -2.4255 1.0921 0.5368 0.1 -0.2 0.0
H -0.7023 1.4407 0.7609 0.0 -0.1 0.0
H -1.4354 1.5533 -0.8602 0.0 0.0 -0.1
H -1.8841 -0.8737 -0.6230 0.3 -0.2 -0.1
```
Positions in Å, forces in eV/Å.


[2]
The following is a quantum chemistry calculation of 2 unconnected molecules or ions with the total composition C7H15N3 at a distorted geometry, from the Open Molecules 2025 dataset.

The LUMO energy is 0.7713 eV. For the energy relative to the best compared isomer or geometry (same formula, charge and spin), the calculation gives 56.06 kcal per mole. The value obtained for the HOMO-LUMO gap is 9.321 eV.

Geometry as XYZ:
```
25
Properties=species:S:1:pos:R:3:forces:R:3
H -0.4680 1.2417 2.0903 0.0 0.0 0.1
N -1.2652 1.1042 1.4725 0.9 -0.6 -1.1
C -0.8959 1.1297 0.2293 -0.3 1.3 1.0
C -2.0244 1.0490 -0.7848 0.6 -0.4 -0.4
N 0.4141 1.4200 -0.2213 -0.1 -0.3 -0.4
C 1.5345 1.4903 0.7143 -0.5 0.0 0.1
N 0.4837 2.2651 -1.3621 -0.1 0.0 0.2
H -2.6728 1.9232 -0.6872 0.2 -0.1 0.0
H -1.6583 0.9651 -1.8094 0.0 0.2 0.1
H -2.6216 0.1573 -0.5788 0.1 0.2 0.2
H 1.3959 2.2871 1.4511 0.1 0.1 0.1
H 1.6386 0.5402 1.2457 -0.1 0.1 0.0
H 2.4747 1.6764 0.1844 -0.3 0.0 -0.1
H 0.4056 3.2450 -1.0854 0.1 -0.1 0.1
H 1.3766 2.1525 -1.8415 -0.3 -0.2 0.2
C -1.8191 -2.4897 0.4355 -0.2 0.3 0.0
C -0.4291 -2.1114 0.1713 0.6 -0.4 -0.2
C 0.7458 -1.9915 -0.0744 -0.6 -0.4 0.4
C 2.1983 -2.0530 -0.2357 0.1 0.3 -0.2
H -1.8723 -3.2818 1.1890 0.1 0.1 -0.1
H -2.3975 -1.6428 0.8140 0.1 0.0 0.0
H -2.3001 -2.8616 -0.4746 0.1 0.1 0.1
H 2.5807 -1.1577 -0.7347 0.0 -0.1 0.0
H 2.4789 -2.9190 -0.8421 0.0 0.1 0.1
H 2.6970 -2.1384 0.7345 -0.1 0.0 -0.1
```
Positions in Å, forces in eV/Å.


[3]
The following is a quantum chemistry calculation of 2 unconnected molecules or ions with the total composition C4H4N4O3 at a distorted geometry, from the Open Molecules 2025 dataset.

The LUMO energy is -1.2464 eV. For the energy relative to the best compared isomer or geometry (same formula, charge and spin), the calculation gives 137.92 kcal per mole. The value obtained for the HOMO-LUMO gap is 7.527 eV.

Geometry as XYZ:
```
15
Properties=species:S:1:pos:R:3:forces:R:3
C -1.8508 -0.0289 -0.0228 -3.5 3.1 1.8
C -0.0841 -1.3364 -0.0486 2.7 1.2 -0.6
C 0.6894 -0.1488 -0.0983 -3.9 0.9 -1.4
C 0.1057 1.2726 -0.0405 2.5 1.7 1.9
H -3.5184 -0.7316 -0.0307 -0.2 4.0 -0.8
H 0.3448 -2.3956 -0.3021 -0.6 2.2 1.0
H 2.1066 -1.2559 0.7627 1.4 3.3 -3.8
H -1.8900 1.9806 -0.0214 0.7 -0.2 0.4
N -1.4014 -1.2182 0.1467 -2.1 0.5 -1.5
N 2.0022 -0.2647 -0.2655 4.7 -4.2 4.3
N 3.0915 0.4421 -0.4762 2.6 -4.1 4.7
N -1.2692 1.1963 0.2200 1.1 -0.8 -2.1
O -3.2329 0.3241 -0.1855 1.5 -7.0 1.1
O 4.1191 -0.1716 0.3120 -4.6 3.2 -4.2
O 0.7876 2.3361 0.0503 -2.5 -3.8 -0.9
```
Positions in Å, forces in eV/Å.


[4]
The following is a quantum chemistry calculation of a molecular structure, C9H14OP2S at a distorted geometry, from the Open Molecules 2025 dataset.

The LUMO energy is -0.1647 eV. For the energy relative to the best compared isomer or geometry (same formula, charge and spin), the calculation gives 24.68 kcal per mole. The value obtained for the HOMO-LUMO gap is 8.311 eV.

Geometry as XYZ:
```
27
Properties=species:S:1:pos:R:3:forces:R:3
C 1.3393 0.5652 -1.1116 -1.0 -0.4 3.0
C 1.1893 0.6463 1.2891 1.8 1.5 0.5
C -0.0418 0.6460 -1.1959 0.0 0.7 0.2
C -0.1747 0.7871 1.2217 -2.3 -0.3 0.7
C 1.9963 0.5818 0.1306 -0.9 0.4 0.5
C -0.8094 0.8552 -0.0468 1.2 -0.3 1.3
C 3.9767 -0.9538 0.5714 2.8 0.9 -2.6
C 3.4893 0.5157 0.3385 -0.9 -2.0 -1.2
C -3.2034 1.2668 -1.5531 -0.2 -1.0 2.8
O -3.2715 1.3912 1.2748 0.9 -0.1 -0.3
P -2.7727 -1.6605 -0.0002 1.1 -1.1 0.7
P -2.5514 1.1036 0.0156 -1.4 0.6 -2.3
S -4.7932 -1.2670 -0.1474 -1.2 -0.7 0.4
H 1.8295 0.3678 -1.9763 1.8 -0.3 -2.5
H 1.7958 0.9212 2.1984 -1.1 -1.0 -0.5
H -0.4435 0.6211 -2.1982 -0.4 0.1 0.1
H -0.9189 0.7582 2.1285 1.9 0.5 -1.6
H 4.8521 -0.7625 1.1735 0.7 -0.6 0.1
H 4.3331 -1.5380 -0.3747 -0.6 1.5 1.3
H 3.4412 -1.6841 1.0578 -2.1 -1.0 1.4
H 3.9940 0.8481 -0.5561 0.2 0.3 -0.2
H 3.8511 1.0955 1.1643 -0.3 0.5 0.5
H -2.6660 0.6395 -2.2345 0.3 0.1 -0.8
H -4.2852 1.0791 -1.4736 0.4 0.6 -0.5
H -4.9196 -1.7115 1.1282 -0.3 0.2 -0.3
H -2.4701 -2.0672 -1.2992 0.0 0.1 -0.5
H -2.7664 -3.0447 0.4754 -0.2 0.8 -0.2
```
Positions in Å, forces in eV/Å.


[5]
The following is a quantum chemistry calculation of a gas-phase ion, C25H30F3N2 (charge +1) at a distorted geometry, from the Open Molecules 2025 dataset.

The LUMO energy is -3.8460 eV. As for the charge: +1. The value obtained for the HOMO-LUMO gap is 7.987 eV.

Geometry as XYZ:
```
60
Properties=species:S:1:pos:R:3:forces:R:3
C -3.9860 -3.6334 -2.6307 -0.3 -0.4 -0.2
N -3.2023 -2.4465 -2.4210 -0.3 0.5 0.2
C -2.6718 -2.3535 -1.0867 0.3 -0.3 0.0
C -2.0705 -0.9804 -0.8512 -0.5 0.3 0.6
N -1.0191 -0.6947 -1.8400 1.0 1.7 -0.1
C 0.0586 0.0327 -1.5547 -0.9 -0.7 -0.1
C 1.2040 0.0543 -2.5216 0.1 0.0 -0.4
C 1.7618 1.4487 -2.8482 -0.1 0.5 -0.1
C 1.8759 2.3458 -1.6175 0.2 -0.1 -0.1
C 0.5788 2.3311 -0.8097 0.1 0.1 -0.9
C 0.1843 0.9354 -0.3045 -1.1 0.0 -0.1
C 1.1322 0.3929 0.7509 1.3 -0.9 1.5
C 0.6168 -0.9745 1.2307 0.0 0.5 0.0
C 1.1904 -2.1196 0.6839 -0.2 -0.2 0.0
C 0.6198 -3.3732 0.9076 -0.2 0.1 0.2
C -0.4968 -3.4912 1.7480 0.1 -0.1 0.0
C -1.0308 -2.3593 2.3685 0.2 0.4 -0.1
C -0.4888 -1.0934 2.0875 -0.3 -0.4 -0.1
C 1.4838 1.3833 1.9106 0.3 -0.1 -0.2
C 2.4187 2.4099 1.6816 -0.1 0.0 0.0
C 2.6426 3.4160 2.6163 -0.2 -0.2 -0.1
C 1.9313 3.3952 3.8086 0.0 0.2 0.2
C 2.0552 4.5280 4.7852 0.3 0.9 0.9
F 0.8370 4.9863 5.2175 1.0 -0.5 -0.4
F 2.7154 5.6041 4.2666 -0.5 -0.9 0.4
F 2.7479 4.1337 5.9005 -0.6 0.4 -0.8
C 1.1572 2.2944 4.1522 0.3 -0.1 -0.5
C 0.9964 1.2719 3.2177 -0.4 0.1 0.1
C -1.4833 -0.9006 -3.2504 -0.2 -0.5 -0.6
C -2.2327 -2.2166 -3.4560 0.2 -0.4 0.1
H -4.5246 -3.5459 -3.5784 0.0 -0.1 0.1
H -3.3754 -4.5515 -2.6702 0.0 0.1 0.0
H -4.7096 -3.7345 -1.8151 0.1 0.0 -0.2
H -3.4995 -2.5042 -0.3766 0.3 0.1 -0.1
H -1.9070 -3.1320 -0.8725 -0.1 0.2 0.0
H -2.8624 -0.2169 -0.9263 0.3 -0.2 -0.1
H -1.6472 -0.9562 0.1545 0.0 0.1 -0.4
H 2.0108 -0.5516 -2.0717 -0.3 0.1 0.1
H 0.9398 -0.4420 -3.4625 0.3 0.0 0.5
H 1.0928 1.9438 -3.5671 0.1 -0.2 0.1
H 2.7395 1.3384 -3.3396 -0.3 0.0 0.1
H 2.0962 3.3775 -1.9247 0.0 -0.3 0.0
H 2.7333 2.0142 -1.0236 -0.2 0.0 -0.1
H -0.2211 2.6628 -1.4854 0.0 0.2 0.2
H 0.6345 3.0414 0.0170 -0.2 -0.2 0.0
H -0.8205 1.0551 0.1462 0.4 -0.3 -0.2
H 2.1055 0.1867 0.2696 -0.3 0.1 0.0
H 2.0760 -2.0165 0.0507 -0.3 -0.1 0.2
H 1.0530 -4.2513 0.4263 -0.2 0.2 0.2
H -0.9526 -4.4702 1.9209 0.2 0.3 0.0
H -1.8786 -2.4339 3.0631 0.4 -0.1 -0.4
H -0.9794 -0.1995 2.4945 0.2 -0.5 -0.3
H 3.0015 2.4406 0.7619 -0.3 0.0 0.3
H 3.3557 4.2107 2.4093 -0.2 -0.1 0.0
H 0.6946 2.2106 5.1309 0.1 0.1 -0.1
H 0.4696 0.3860 3.5553 0.1 0.3 -0.2
H -2.1901 -0.0884 -3.5063 0.5 -0.1 0.5
H -0.6540 -0.8853 -3.9681 -0.4 0.2 0.4
H -1.5147 -3.0596 -3.5523 -0.1 0.2 0.1
H -2.7924 -2.1555 -4.4018 0.4 0.1 0.1
```
Positions in Å, forces in eV/Å.


[6]
The following is a quantum chemistry calculation of a molecular structure, C23H41BrP2Rh at a distorted geometry, from the Open Molecules 2025 dataset.

The LUMO energy (alpha / beta) is -3.2607 / -4.9508 eV. Its spin multiplicity is 5. For the energy relative to the best compared isomer or geometry (same formula, charge and spin), the calculation gives 0.00 kcal per mole. As for the charge: +1. The value obtained for the HOMO-LUMO gap (alpha / beta) is 6.240 / 5.209 eV.

Geometry as XYZ:
```
68
Properties=species:S:1:pos:R:3:forces:R:3
Rh -0.6680 1.7282 -0.3965 -2.6 -5.7 -0.7
C 1.9990 -2.8225 -0.1505 0.5 0.7 0.2
C 2.2239 -2.0260 1.0128 -0.4 0.1 -0.3
C 0.6178 -3.6086 1.5121 0.4 0.4 -0.1
C 1.0372 -3.8131 0.1723 0.2 -0.2 0.0
C 1.3185 -2.4711 2.0040 -0.1 0.7 0.3
C 2.6684 -2.6831 -1.4743 0.3 0.1 -0.4
H 3.1725 -1.7103 -1.6325 -0.3 -0.7 0.3
H 1.9486 -2.8215 -2.2999 0.2 0.0 0.3
H 3.4475 -3.4519 -1.6010 -0.2 0.1 0.1
C 0.7701 -5.0021 -0.6367 -0.2 -0.6 -0.6
H 1.0083 -4.8402 -1.6975 -0.2 0.0 0.3
H -0.2736 -5.3283 -0.5494 0.3 0.1 0.0
H 1.4191 -5.8325 -0.2967 -0.2 0.2 0.0
C -0.1822 -4.5034 2.3337 -0.4 -0.3 0.2
H 0.4704 -5.3026 2.6957 0.0 -0.2 0.0
H -1.0029 -4.9551 1.7808 0.0 0.0 0.0
H -0.5605 -3.9993 3.2159 -0.2 0.1 0.1
C 1.1082 -1.8500 3.3334 0.3 -0.3 1.5
H 1.6277 -2.4479 4.1184 0.0 0.2 -0.4
H 0.0379 -1.8311 3.6373 0.9 -0.2 -0.3
H 1.4970 -0.8155 3.4307 -0.2 -0.7 -0.3
C 3.1783 -0.8962 1.1854 1.0 1.0 0.3
H 4.1304 -1.2313 1.7293 -1.3 0.4 -0.7
H 2.7474 -0.0381 1.7819 0.3 -1.1 -0.4
H 3.4874 -0.4178 0.2221 -0.1 -0.7 0.7
C -1.8190 2.3967 -2.0900 0.9 -0.1 0.1
C -0.4964 2.4672 -2.8717 0.4 -0.3 -0.4
C 0.5186 3.5647 -2.5037 0.0 0.7 0.4
C 0.4164 4.2127 -1.0714 0.6 0.2 0.3
C -0.0074 3.4732 0.1490 -0.9 0.2 1.1
C -1.3788 3.2131 0.5867 0.6 4.8 0.4
C -2.5702 3.8916 -0.0911 0.1 -0.5 0.0
C -2.5458 3.6524 -1.6259 -1.0 0.5 0.0
H 0.5174 4.4669 -3.1657 -0.3 -1.0 0.1
H -0.2822 5.0497 -1.0613 0.6 0.5 -0.6
H 1.5020 3.0886 -2.6541 -0.2 0.6 0.2
H -2.1403 4.5627 -2.1180 -0.2 -0.6 0.2
H -2.5309 1.7048 -2.5898 0.6 0.0 0.8
H -0.5806 2.4527 -3.9818 -0.3 -0.2 0.6
H -3.6197 3.5755 -1.9036 0.7 0.1 -0.3
H -3.4335 3.4348 0.4253 0.0 0.2 -0.7
H -1.5183 3.0096 1.6491 0.1 -0.1 -0.3
H -2.6896 4.9848 0.0021 0.4 -0.4 0.6
H 1.4448 4.4701 -0.7927 -0.2 0.9 -0.5
H 0.7402 3.0814 0.8282 0.6 0.6 0.4
P 0.1711 0.7357 -2.2010 0.8 2.3 -0.5
C -0.6182 -0.4167 -3.2415 -0.9 -2.1 -1.0
C 1.9904 0.6178 -2.1595 0.1 -0.8 -0.1
P -1.1246 -0.2504 2.1314 0.0 -0.9 -1.4
C -1.7738 0.2651 0.5132 0.5 0.0 -0.8
C -0.3406 1.1585 2.9791 -0.5 0.7 0.3
C -2.8685 -0.3768 2.6098 -0.7 0.2 0.8
H -1.1913 -1.1721 -2.6750 0.3 0.2 0.1
H 0.0731 -0.9686 -3.8801 0.3 0.0 0.1
H -1.3210 0.0198 -3.9465 0.0 0.5 0.1
H 2.4508 1.5282 -1.7951 -0.2 0.4 0.0
H 2.4467 0.3724 -3.1301 0.0 -0.2 0.4
H 2.1968 -0.1213 -1.3453 -0.1 0.5 -1.1
H -3.4031 0.5480 2.3604 0.0 -0.1 0.3
H -3.0228 -0.6022 3.6545 0.0 -0.1 0.5
H -3.3205 -1.1895 2.0273 0.3 0.1 0.0
H -1.9379 -0.7131 -0.0645 -0.2 1.3 0.6
H -2.6426 0.9440 0.5791 -0.1 -0.2 -0.4
H -0.0138 0.9075 3.9686 0.1 -0.6 0.6
H -0.9667 2.0136 3.1287 -0.6 0.5 0.1
H 0.5405 1.5555 2.5011 0.5 -0.2 -0.6
Br -2.0793 -2.6376 -0.5655 0.4 -1.1 -0.2
```
Positions in Å, forces in eV/Å.


[7]
The following is a quantum chemistry calculation of 2 unconnected molecules or ions with the total composition CH2NO2, from the Open Molecules 2025 dataset.

The LUMO energy is 4.2931 eV. For the energy relative to the best compared isomer or geometry (same formula, charge and spin), the calculation gives 6.69 kcal per mole. As for the charge: -1. The value obtained for the HOMO-LUMO gap is 8.163 eV.

Geometry as XYZ:
```
6
Properties=species:S:1:pos:R:3:forces:R:3
N 0.2338 -2.4338 0.4704 0.0 -0.4 0.3
C -0.0876 -1.3538 0.1354 0.2 0.3 -0.4
O 0.1986 2.8237 -0.2360 0.0 -0.7 0.5
O -0.3840 -0.2284 -0.2632 0.0 0.3 0.2
H -0.3978 2.6779 0.5100 -0.2 0.4 -0.1
H 0.4780 1.8906 -0.3125 0.0 0.1 -0.5
```
Positions in Å, forces in eV/Å.


[8]
The following is a quantum chemistry calculation of a molecular structure, C4H13N2 at a distorted geometry, from the Open Molecules 2025 dataset.

The LUMO energy is -3.5451 eV. For the energy relative to the best compared isomer or geometry (same formula, charge and spin), the calculation gives 61.27 kcal per mole. As for the charge: +1. The value obtained for the HOMO-LUMO gap is 10.835 eV.

Geometry as XYZ:
```
19
Properties=species:S:1:pos:R:3:forces:R:3
C -0.5064 -0.4615 1.4591 1.6 0.0 -0.1
C -1.5496 -0.4464 -0.8109 -2.6 0.3 0.5
C 0.9176 -0.8170 -0.7214 -1.0 4.8 1.3
C -0.3406 -0.1666 0.0160 -0.9 0.4 -3.2
N -0.0236 1.7182 -0.0460 3.7 -2.4 -3.1
N 2.0639 0.0039 -0.1180 -0.8 -0.8 -2.0
H -1.1339 0.1764 2.0130 -0.7 1.3 0.5
H -0.9061 -1.4421 1.7095 0.2 -0.3 -0.7
H 0.5087 -0.3889 1.8018 0.4 -0.1 1.1
H -1.4160 -0.5026 -1.9151 -0.1 0.0 1.0
H -1.9002 -1.3965 -0.3556 0.4 -0.1 -0.9
H -2.5206 0.1346 -0.5668 1.8 -0.2 -0.4
H 0.7321 -0.5523 -1.8378 0.8 -1.2 1.9
H 0.8061 -1.7963 -0.3355 0.6 -1.5 -0.5
H -0.7676 2.0192 0.4436 -2.8 1.8 2.3
H 0.2577 2.3845 -0.8314 -1.3 -1.6 0.7
H 2.4788 0.4299 -0.9532 0.5 -0.2 0.8
H 2.7537 -0.5389 0.3751 0.2 -0.3 -0.2
H 0.8773 1.6290 0.4136 0.0 0.0 1.1
```
Positions in Å, forces in eV/Å.


[9]
The following is a quantum chemistry calculation of a molecular structure, C6H4O, from the Open Molecules 2025 dataset.

The LUMO energy is 0.9472 eV. For the energy relative to the best compared isomer or geometry (same formula, charge and spin), the calculation gives 109.81 kcal per mole. The value obtained for the HOMO-LUMO gap is 9.273 eV.

Geometry as XYZ:
```
11
Properties=species:S:1:pos:R:3:forces:R:3
C -0.2441 -0.9957 -1.4885 -0.4 -0.1 0.2
C -1.0437 -0.9539 -0.4686 0.2 -0.2 0.0
C -0.9610 -0.8609 0.9119 -0.2 0.1 -0.3
C 0.5422 -0.6066 -0.2460 0.6 0.2 0.1
C 0.7423 0.8123 0.1644 -0.2 0.0 -0.2
C -0.2257 1.2943 0.9541 0.2 0.0 -0.2
O -1.1711 0.4310 1.4104 0.1 -0.2 0.1
H -0.1250 -1.4575 -2.4564 0.1 0.3 0.2
H 1.2567 -1.3736 0.0652 -0.4 0.1 0.2
H 1.5777 1.4061 -0.1821 -0.1 0.0 0.0
H -0.3483 2.3045 1.3356 0.1 -0.2 -0.1
```
Positions in Å, forces in eV/Å.